No. 1
ORCA calculation (ωB97M-V/def2-TZVPD) on 3 unconnected molecules or ions with the total composition C25H52BF5N3O6P.

Computed properties:
structure (SMILES) = COCCCC[C@@H](O[C@@H](C)N)[C@@H](O[C@](N=C=O)([PH2]=N)B(O)O)C(F)(F)C(F)(F)F.CCCCCC.CCCCCC
M = 627.48 g mol⁻¹
lowest unoccupied orbital energy = 0.19 eV
Kohn-Sham gap = 9.60 eV

CARTESIAN COORDINATES (ANGSTROEM)
C 5.273 -1.034 -1.337
O 4.968 -1.377 -2.670
C 4.155 -2.533 -2.778
C 2.726 -2.321 -2.250
C 1.630 -2.897 -3.156
C 0.242 -2.262 -2.923
C -0.836 -3.213 -2.370
O -0.381 -4.234 -1.497
C 0.269 -3.879 -0.279
C -0.677 -4.013 0.924
N 1.377 -4.815 -0.136
C -2.015 -2.430 -1.721
O -2.210 -1.172 -2.346
C -2.382 -0.014 -1.517
N -2.458 1.060 -2.494
C -2.628 2.237 -2.248
O -2.754 3.363 -2.045
P -0.866 0.376 -0.466
N 0.414 0.975 -1.126
B -3.723 -0.027 -0.598
O -3.692 -0.445 0.721
O -4.847 0.539 -1.097
C -3.346 -3.216 -1.785
F -3.132 -4.538 -1.727
F -4.109 -2.881 -0.697
C -4.236 -2.965 -3.032
F -4.799 -1.769 -3.003
F -3.506 -3.074 -4.140
F -5.201 -3.865 -3.081
H 5.492 -1.922 -0.725
H 6.158 -0.389 -1.344
H 4.456 -0.476 -0.851
H 4.647 -3.360 -2.239
H 4.133 -2.775 -3.846
H 2.651 -2.750 -1.243
H 2.573 -1.237 -2.137
H 1.928 -2.698 -4.194
H 1.567 -3.987 -3.053
H -0.152 -1.910 -3.884
H 0.357 -1.370 -2.302
H -1.253 -3.766 -3.221
H 0.635 -2.840 -0.348
H -1.240 -3.095 1.127
H -1.372 -4.839 0.741
H -0.086 -4.233 1.819
H 1.567 -5.252 -1.029
H 2.218 -4.369 0.206
H -1.819 -2.302 -0.655
H -0.658 -0.812 0.268
H -1.440 1.188 0.528
H 0.351 1.079 -2.133
H -3.216 -1.269 0.879
H -5.578 0.485 -0.463
C -6.289 9.024 0.436
C -6.383 7.674 1.140
C -5.082 6.874 1.102
C -4.591 6.511 -0.302
C -5.589 5.720 -1.145
C -5.956 4.367 -0.543
H -6.066 8.911 -0.626
H -7.228 9.574 0.516
H -5.503 9.639 0.879
H -7.194 7.088 0.698
H -6.662 7.834 2.185
H -5.209 5.962 1.692
H -4.298 7.449 1.604
H -3.670 5.928 -0.209
H -4.315 7.422 -0.840
H -5.153 5.559 -2.134
H -6.498 6.306 -1.305
H -5.063 3.752 -0.411
H -6.642 3.824 -1.195
H -6.442 4.473 0.429
C 5.985 0.306 2.339
C 6.723 -1.028 2.372
C 5.898 -2.165 2.974
C 5.485 -1.957 4.432
C 6.646 -1.729 5.400
C 7.620 -2.901 5.470
H 5.732 0.658 3.340
H 6.595 1.077 1.867
H 5.056 0.222 1.769
H 7.663 -0.915 2.918
H 6.999 -1.307 1.351
H 6.460 -3.099 2.882
H 4.992 -2.300 2.373
H 4.918 -2.835 4.760
H 4.795 -1.112 4.500
H 6.235 -1.545 6.396
H 7.187 -0.820 5.125
H 7.107 -3.816 5.773
H 8.413 -2.708 6.193
H 8.096 -3.089 4.506

No. 2
ORCA calculation (ωB97M-V/def2-TZVPD) on 2 unconnected molecules or ions with the total composition C2H7NOSi.

Computed properties:
structure (SMILES) = O=[SiH2].C=CN
energy relative to the best compared isomer or geometry (same formula, charge and spin) = 73.8 kcal per mole
M = 89.17 g mol⁻¹
lowest unoccupied orbital energy = -0.77 eV
Kohn-Sham gap = 6.96 eV

CARTESIAN COORDINATES (ANGSTROEM)
O 1.545 0.871 0.542
Si 2.319 -0.286 -0.086
H 3.826 -0.495 -0.613
H 1.949 -1.774 0.048
C -0.819 1.334 0.173
C -1.317 0.249 -0.405
N -1.723 -0.942 0.244
H -0.578 1.516 1.248
H -0.548 2.188 -0.438
H -1.688 0.201 -1.485
H -1.715 -1.695 -0.338
H -1.251 -1.170 1.111

No. 3
ORCA calculation (ωB97M-V/def2-TZVPD) on a molecular structure, C19H14N3O3S5SbTc.

Computed properties:
<S²> = 0.7572
energy relative to the best compared isomer or geometry (same formula, charge and spin) = 8.5 kcal per mole
2S+1 = 2
M = 712.43 g mol⁻¹
lowest unoccupied orbital energy (alpha / beta) = -1.36 / -1.43 eV
Kohn-Sham gap (alpha / beta) = 6.02 / 5.96 eV

CARTESIAN COORDINATES (ANGSTROEM)
Tc 0.089 -0.748 -0.030
O -1.186 -1.978 -0.521
C -2.274 -2.073 -1.314
C -2.810 -3.321 -1.584
C -3.911 -3.422 -2.411
C -4.495 -2.281 -2.965
C -3.963 -1.045 -2.674
C -2.843 -0.923 -1.845
C -2.323 0.394 -1.537
N -1.292 0.632 -0.827
N -1.015 1.990 -0.622
C 0.112 2.092 0.001
O 0.817 1.053 0.367
C 0.661 3.420 0.342
C 1.756 3.499 1.194
C 2.279 4.736 1.541
C 1.712 5.895 1.031
C 0.620 5.816 0.174
C 0.091 4.583 -0.171
H -2.329 -4.193 -1.158
H -4.322 -4.399 -2.633
H -5.358 -2.366 -3.613
H -4.401 -0.145 -3.092
H -2.854 1.266 -1.908
H 2.191 2.585 1.581
H 3.129 4.795 2.208
H 2.123 6.862 1.298
H 0.180 6.720 -0.227
H -0.759 4.505 -0.836
O 1.722 -1.577 0.647
N 1.928 -1.794 1.976
C 3.145 -2.292 2.293
C 3.447 -2.580 3.586
C 2.470 -2.351 4.569
C 1.248 -1.848 4.215
C 0.949 -1.551 2.870
S -0.541 -0.905 2.351
H 3.809 -2.426 1.452
H 4.421 -2.980 3.829
H 2.684 -2.568 5.608
H 0.474 -1.660 4.948
S 1.389 -1.199 -5.919
Sb -0.229 -1.309 -4.410
S 1.940 -2.670 -2.416
S 1.291 -0.719 -2.158
S 0.229 -3.519 -3.206

No. 4
ORCA calculation (ωB97M-V/def2-TZVPD) on 2 unconnected molecules or ions with the total composition C10H14N2O3.

Computed properties:
energy relative to the best compared isomer or geometry (same formula, charge and spin) = 169.8 kcal per mole
M = 210.23 g mol⁻¹
lowest unoccupied orbital energy (alpha / beta) = 0.00 / -0.26 eV
Kohn-Sham gap (alpha / beta) = 6.90 / 7.91 eV

CARTESIAN COORDINATES (ANGSTROEM)
C -2.254 0.577 1.684
C -2.909 1.239 0.610
C -1.340 -0.415 1.351
C -2.182 1.301 -0.626
C -0.824 -0.487 0.029
C 1.344 1.421 1.728
C 1.457 2.535 -0.365
C 0.045 -3.485 0.393
C 1.130 -1.615 -2.605
C 0.249 -1.288 -0.472
N -1.203 0.445 -0.842
N 1.996 0.383 1.559
O 0.939 2.457 1.008
O 0.710 -2.498 -0.226
O 0.896 -0.674 -1.551
H -2.802 0.664 2.701
H -3.644 1.946 0.726
H -0.735 -0.863 2.144
H -2.578 1.935 -1.489
H 1.785 3.561 -0.471
H 0.742 2.163 -1.194
H 2.365 1.757 -0.408
H 0.704 -4.243 0.782
H -0.779 -3.242 1.037
H 1.179 1.749 2.752
H 1.294 -1.008 -3.451
H 0.265 -2.208 -2.894
H 2.130 -2.224 -2.477
H 2.017 0.116 0.568

No. 5
ORCA calculation (ωB97M-V/def2-TZVPD) on 25 unconnected molecules or ions with the total composition CH54B3O28P.

Computed properties:
M = 577.83 g mol⁻¹
lowest unoccupied orbital energy = -0.87 eV
Kohn-Sham gap = 8.06 eV

CARTESIAN COORDINATES (ANGSTROEM)
C 2.491 -3.038 -1.037
P 1.296 -3.067 -2.572
O 1.482 -1.470 -3.314
B -0.442 -3.287 -1.799
O -0.561 -3.389 -0.301
B -1.143 -2.047 0.057
O -2.451 -1.721 -0.576
B -2.775 -2.716 -1.649
O -1.732 -3.333 -2.538
H 2.191 -2.058 -0.444
H 3.617 -2.919 -1.350
H 2.308 -3.993 -0.352
H 1.203 -0.834 -2.573
H -0.537 -1.299 0.765
H -3.896 -3.048 -1.905
O -2.676 -6.143 -0.556
H -2.161 -5.338 -0.720
H -2.052 -6.861 -0.740
O 3.575 -2.608 -5.615
H 3.060 -2.054 -5.009
H 3.576 -3.480 -5.192
O -3.674 1.156 -1.313
H -3.404 1.645 -0.521
H -3.410 0.243 -1.125
O -4.065 2.918 1.158
H -4.805 2.304 1.041
H -4.319 3.447 1.929
O 5.159 -0.166 -7.220
H 4.454 -0.805 -7.037
H 5.972 -0.687 -7.142
O -5.411 1.899 3.371
H -4.623 1.352 3.504
H -5.881 1.841 4.217
O -3.224 -4.251 2.172
H -2.813 -3.568 1.622
H -3.206 -5.044 1.615
O -2.217 5.674 0.391
H -2.922 5.035 0.574
H -1.404 5.153 0.469
O 3.685 -1.544 0.935
H 3.176 -1.716 1.741
H 4.596 -1.441 1.251
O -3.658 5.500 3.091
H -3.126 5.896 3.797
H -4.260 6.211 2.825
O -0.058 -2.520 -6.029
H 0.474 -2.124 -5.323
H -0.660 -1.809 -6.295
O 0.842 0.049 -0.404
H 1.374 0.445 0.302
H 0.240 0.760 -0.670
O 5.203 -4.707 -5.630
H 5.747 -5.356 -6.100
H 5.006 -4.036 -6.301
O -2.615 -3.127 -7.601
H -3.124 -3.299 -6.795
H -1.704 -3.024 -7.285
O -6.085 5.591 4.363
H -5.791 4.718 4.062
H -6.367 5.441 5.278
O 1.565 -0.908 3.249
H 0.824 -1.521 3.131
H 1.310 -0.379 4.020
O 2.401 0.579 5.878
H 2.532 1.526 6.042
H 3.267 0.187 6.066
O -6.400 5.205 7.585
H -6.910 5.033 8.391
H -5.490 5.308 7.901
O -8.043 3.463 1.925
H -7.912 4.409 2.088
H -7.177 3.071 2.112
O 3.929 0.384 8.454
H 3.414 0.938 9.060
H 3.929 -0.488 8.877
O 2.778 1.881 -0.219
H 3.293 2.686 -0.383
H 3.401 1.163 -0.404
O 5.158 0.573 4.971
H 5.926 0.236 4.485
H 4.687 1.113 4.319
O 4.814 1.388 -4.695
H 5.226 2.071 -5.245
H 4.832 0.596 -5.252
O 7.194 2.708 -3.576
H 7.535 3.213 -4.329
H 6.444 2.217 -3.944

No. 6
ORCA calculation (ωB97M-V/def2-TZVPD) on 6 unconnected molecules or ions with the total composition C55H83N8O3.

Computed properties:
net charge = +7
M = 904.32 g mol⁻¹
lowest unoccupied orbital energy = -13.81 eV
Kohn-Sham gap = 7.29 eV

CARTESIAN COORDINATES (ANGSTROEM)
C -30.433 -6.392 10.405
N -29.192 -6.078 9.651
C -28.292 -5.229 10.175
C -27.104 -4.965 9.522
C -26.913 -5.455 8.235
C -27.935 -6.191 7.639
C -29.000 -6.582 8.422
C -25.622 -5.176 7.535
C -25.085 -3.889 7.446
C -23.853 -3.694 6.849
N -23.158 -4.721 6.339
C -23.643 -5.982 6.426
C -24.866 -6.218 7.004
C -21.758 -4.503 5.894
H -30.925 -7.261 9.977
H -31.106 -5.540 10.319
H -30.180 -6.588 11.442
H -28.503 -4.874 11.175
H -26.382 -4.368 10.062
H -27.791 -6.657 6.674
H -29.775 -7.245 8.062
H -25.572 -3.047 7.919
H -23.320 -2.742 6.934
H -23.000 -6.766 6.058
H -25.242 -7.233 6.960
H -21.169 -4.219 6.762
H -21.734 -3.663 5.208
H -21.359 -5.396 5.424
C -20.743 -0.502 3.676
N -21.219 -0.239 2.264
C -22.327 -0.820 1.788
C -22.720 -0.642 0.468
C -21.959 0.161 -0.380
C -20.832 0.775 0.167
C -20.448 0.510 1.454
C -22.475 0.450 -1.755
C -22.486 1.776 -2.185
C -22.886 2.047 -3.480
N -23.385 1.088 -4.265
C -23.440 -0.195 -3.863
C -22.971 -0.524 -2.606
C -23.679 1.387 -5.698
H -21.602 -0.534 4.338
H -20.049 0.305 3.884
H -20.191 -1.437 3.677
H -22.938 -1.393 2.470
H -23.694 -1.039 0.216
H -20.287 1.500 -0.425
H -19.541 0.880 1.909
H -22.084 2.589 -1.599
H -22.936 3.056 -3.868
H -23.737 -0.916 -4.610
H -22.919 -1.589 -2.415
H -22.776 1.254 -6.289
H -24.047 2.406 -5.773
H -24.457 0.708 -6.035
C -16.743 -2.287 4.960
N -16.721 -3.743 4.679
C -15.943 -4.216 3.693
C -15.900 -5.555 3.420
C -16.714 -6.441 4.127
C -17.586 -5.894 5.078
C -17.512 -4.553 5.408
C -16.629 -7.905 3.863
C -15.383 -8.530 3.869
C -15.290 -9.892 3.687
N -16.407 -10.632 3.609
C -17.617 -10.063 3.550
C -17.760 -8.692 3.627
C -16.253 -12.111 3.484
H -17.735 -1.929 4.680
H -16.000 -1.791 4.349
H -16.678 -2.116 6.029
H -15.373 -3.474 3.153
H -15.238 -5.958 2.665
H -18.257 -6.514 5.659
H -18.075 -4.051 6.187
H -14.481 -7.940 3.971
H -14.337 -10.385 3.541
H -18.467 -10.721 3.434
H -18.696 -8.153 3.583
H -17.216 -12.580 3.310
H -15.855 -12.490 4.424
H -15.572 -12.313 2.662
C -20.009 2.849 5.500
C -21.291 3.592 5.936
C -21.365 3.800 7.445
C -21.855 2.535 8.113
N -22.004 2.661 9.631
C -20.763 3.159 10.322
C -20.734 2.412 11.638
C -21.159 1.021 11.209
C -22.286 1.271 10.219
C -23.163 3.560 9.959
H -19.144 3.442 5.796
H -19.971 2.787 4.409
H -19.964 1.837 5.910
H -22.132 3.014 5.548
H -21.235 4.564 5.449
H -22.021 4.650 7.641
H -20.394 4.068 7.864
H -21.065 1.779 8.071
H -22.789 2.079 7.793
H -20.785 4.240 10.452
H -19.879 2.948 9.720
H -21.382 2.868 12.394
H -19.773 2.485 12.150
H -21.436 0.357 12.029
H -20.293 0.517 10.773
H -23.266 1.195 10.679
H -22.239 0.574 9.382
H -22.948 4.540 9.545
H -23.156 3.697 11.041
H -24.104 3.117 9.653
C -17.663 -0.688 11.443
C -17.882 -1.411 12.791
C -17.058 -0.853 13.960
C -17.063 -1.769 15.170
N -16.137 -1.406 16.295
C -14.700 -1.625 15.853
C -13.887 -1.866 17.122
C -14.908 -2.327 18.187
C -16.253 -2.332 17.488
C -16.332 0.013 16.678
H -17.842 0.372 11.633
H -18.451 -1.057 10.783
H -16.687 -0.932 11.037
H -17.558 -2.451 12.661
H -18.948 -1.433 13.022
H -17.480 0.126 14.199
H -16.021 -0.642 13.679
H -16.922 -2.829 14.959
H -18.067 -1.737 15.612
H -14.378 -0.740 15.311
H -14.625 -2.507 15.219
H -13.461 -0.920 17.456
H -13.054 -2.542 16.958
H -14.913 -1.648 19.037
H -14.662 -3.301 18.603
H -17.066 -2.000 18.133
H -16.565 -3.282 17.052
H -15.679 0.253 17.517
H -17.348 0.179 17.033
H -16.102 0.681 15.857
O -19.987 -0.531 8.130
C -20.606 -1.329 7.179
O -19.857 -1.998 6.409
O -21.847 -1.338 7.151
H -19.088 -0.749 7.840

No. 7
ORCA calculation (ωB97M-V/def2-TZVPD) on 2 unconnected molecules or ions with the total composition C14H16.

Computed properties:
structure (SMILES) = Cc1ccccc1.Cc1ccccc1
energy relative to the best compared isomer or geometry (same formula, charge and spin) = 57.7 kcal per mole
M = 184.28 g mol⁻¹
lowest unoccupied orbital energy = 0.92 eV
Kohn-Sham gap = 9.69 eV

CARTESIAN COORDINATES (ANGSTROEM)
C 4.158 -3.096 0.022
C 2.778 -2.613 -0.344
C 2.537 -1.226 -0.247
C 1.299 -0.753 -0.643
C 0.229 -1.704 -0.817
C 0.587 -3.095 -0.951
C 1.829 -3.501 -0.631
H 4.516 -2.643 0.968
H 5.059 -2.782 -0.478
H 4.300 -4.166 0.210
H 3.369 -0.484 -0.127
H 1.071 0.242 -0.458
H -0.691 -1.182 -1.125
H -0.145 -3.999 -0.976
H 2.046 -4.573 -0.526
C -2.907 3.391 -1.398
C -2.347 2.635 -0.174
C -1.095 2.939 0.376
C -0.682 2.312 1.584
C -1.605 1.360 2.163
C -2.918 1.247 1.695
C -3.166 1.705 0.381
H -2.108 4.128 -1.918
H -3.818 4.119 -1.223
H -3.171 2.679 -2.244
H -0.420 3.591 -0.179
H 0.241 2.471 2.129
H -1.192 0.787 2.976
H -3.703 0.758 2.132
H -4.053 1.452 -0.175

| no. | energy (eV) |
| --- | --- |
| 1 | -67077.50328 |
| 2 | -13600.25474 |
| 3 | -93456.31490 |
| 4 | -19713.24962 |
| 5 | -70565.90809 |
| 6 | -76374.27727 |
| 7 | -14775.26421 |